Entry 1:
The following is a DFT calculation (ωB97M-V/def2-TZVPD) of C20H17N10STl as an isolated structure.

CARTESIAN COORDINATES (ANGSTROEM)
1 Tl -1.10606 0.08707 -1.10508
2 S -1.31023 0.53163 -3.55481
3 N -3.29108 -0.79966 -1.71536
4 N -3.79256 -0.40345 -2.91711
5 N 3.09067 0.37701 -0.20595
6 N -3.49837 0.50571 -4.97899
7 N -0.68792 1.06145 4.64837
8 N 8.32086 4.13787 1.98308
9 N -1.93851 1.55410 2.56805
10 N 1.06056 -0.23023 -0.74596
11 N -1.51468 1.71526 0.19052
12 N -1.89748 -1.50165 0.41317
13 C -1.17683 -1.79676 1.49472
14 C -3.20867 -1.80026 0.38731
15 C 1.81147 0.75867 -0.27352
16 C -3.82178 -2.42824 1.44906
17 C 4.02247 2.54005 0.48202
18 C 1.90795 -1.29365 -1.00966
19 C 5.42646 0.57801 0.49302
20 C -2.97012 0.18487 -3.81249
21 C 4.20402 1.18422 0.26762
22 C 3.16178 -0.92604 -0.66306
23 C 6.49027 1.34503 0.93831
24 C -3.97835 -1.43338 -0.85019
25 C -3.06883 -2.73947 2.57965
26 C -5.41300 -1.83726 -0.96803
27 C 6.32340 2.70679 1.15648
28 C -1.72768 -2.42050 2.60472
29 C -1.67546 1.61766 1.37730
30 C 7.43599 3.50479 1.61713
31 C -1.25012 1.31714 3.67548
32 C 5.08667 3.30224 0.92961
33 H 1.56652 -2.22884 -1.41933
34 H -4.75502 -0.59785 -3.15611
35 H -5.90014 -1.48851 -1.87422
36 H 5.57654 -0.48107 0.34526
37 H -3.53893 -3.21891 3.42807
38 H 4.08465 -1.47195 -0.72330
39 H 3.07726 3.03096 0.29711
40 H 4.96091 4.36283 1.09764
41 H -5.49409 -2.92494 -0.93769
42 H -2.93596 0.97077 -5.67593
43 H -5.97972 -1.43544 -0.12709
44 H -1.10919 -2.63592 3.46447
45 H -4.45836 0.30526 -5.21866
46 H 1.44308 1.72248 0.03556
47 H -4.87325 -2.67357 1.41603
48 H -0.13004 -1.51759 1.47273
49 H 7.45088 0.88328 1.12004

Properties
HOMO level (eV): -14.1
Charge: +2
E_tot (eV): -51429.33199

---

Entry 2:
The following is a DFT calculation (ωB97M-V/def2-TZVPD) of C34H52ClGeMgN7O3P2 as an isolated structure.

CARTESIAN COORDINATES (ANGSTROEM)
1 Ge 0.24262 -2.90432 -0.14309
2 Cl -2.91072 -0.38973 2.40294
3 P -2.47293 2.52065 -1.84307
4 P -0.53727 3.03355 2.01660
5 Mg -1.60702 0.31679 0.54327
6 O -2.47102 1.29067 -0.90517
7 O -1.74005 3.88472 1.82350
8 O -0.35839 1.73733 1.25658
9 N -0.34657 2.75158 3.67641
10 N 2.79221 0.91001 -0.88669
11 N 0.78475 -0.31078 -0.93908
12 N 0.90135 3.89779 1.66486
13 N -3.61349 3.61805 -1.12229
14 N 2.07642 -0.41749 0.92776
15 N -3.39921 1.88045 -3.19427
16 C 0.39878 -2.98658 2.77751
17 C -1.14015 -5.54556 -0.27097
18 C -0.25417 -1.11619 -0.27681
19 C 1.92606 -4.53272 1.78311
20 C -2.39208 -3.69241 -1.12026
21 C -3.44303 -4.54587 -1.43634
22 C 4.04527 -3.10491 -2.08038
23 C -3.17839 4.98733 -0.94286
24 C 3.12084 0.08831 1.78876
25 C 0.97119 5.21083 2.27847
26 C -3.33690 -5.90663 -1.18080
27 C 1.84181 0.24412 -3.04651
28 C -1.22469 -4.17868 -0.53456
29 C 1.71687 -3.33800 -1.41329
30 C -3.66327 2.86064 -4.21588
31 C 1.87890 0.05860 -0.31921
32 C 0.84699 -3.35121 4.04073
33 C 0.54323 0.27077 -2.25738
34 C -4.47080 3.16608 -0.03954
35 C 3.86497 1.48241 -0.10315
36 C -4.57056 1.08787 -2.89368
37 C 3.74410 -3.55539 -3.35909
38 C 3.04134 -3.00135 -1.12337
39 C 0.62802 1.73697 4.02843
40 C 1.43892 -3.79274 -2.70409
41 C 0.92969 -3.56987 1.62295
42 C -1.57911 2.62694 4.44623
43 C 2.87156 1.09684 -2.32395
44 C -2.18028 -6.40775 -0.59577
45 C 1.84635 -4.30800 4.17844
46 C 2.43467 -3.90455 -3.66717
47 C 2.38615 -4.89967 3.04455
48 C 1.20971 3.96159 0.24213
49 C 3.51100 1.49681 1.37362
50 H -5.43274 3.69898 -0.06954
51 H 2.18814 -4.25687 -4.66303
52 H 0.71849 5.13170 3.33538
53 H 2.19018 -0.78990 -3.12206
54 H -2.09416 -7.46861 -0.38491
55 H 2.75445 0.06194 2.81403
56 H 2.23026 4.34269 0.10896
57 H 1.55543 1.92281 3.48728
58 H -0.24975 -5.94425 0.20669
59 H 1.69495 0.63053 -4.05707
60 H -4.66116 2.09847 -0.12967
61 H 0.41500 -2.88433 4.91905
62 H 1.15655 -0.73531 1.28281
63 H 5.06376 -2.82685 -1.82951
64 H 0.52350 4.62181 -0.30773
65 H -4.01926 5.68351 -1.08222
66 H -2.27986 3.39241 4.12134
67 H 3.88734 0.84431 -2.65856
68 H 0.83996 1.79046 5.10243
69 H -0.24034 -0.32935 -2.71070
70 H -4.48394 3.54910 -3.94340
71 H -2.41882 5.22958 -1.69082
72 H 2.36523 -4.99934 0.90555
73 H 1.99012 5.60546 2.18720
74 H 2.67368 2.17738 1.54874
75 H -4.87030 0.50351 -3.77337
76 H -2.45980 -2.62533 -1.31208
77 H -2.74907 5.15224 0.05375
78 H -4.00168 3.33683 0.93651
79 H -2.05400 1.64733 4.31313
80 H -2.76769 3.46468 -4.38573
81 H 4.36946 1.84708 1.95243
82 H 0.16223 1.29378 -2.15638
83 H 1.13980 2.96687 -0.19554
84 H -4.33909 0.40257 -2.07896
85 H -3.93580 2.37149 -5.16025
86 H 0.28032 0.72157 3.79100
87 H 2.70769 2.15933 -2.54597
88 H 3.16919 -5.64502 3.14168
89 H 4.52222 -3.63211 -4.11040
90 H -4.15559 -6.57405 -1.42736
91 H 0.27844 5.92572 1.81109
92 H -0.37721 -2.22875 2.68087
93 H -5.43250 1.71120 -2.59710
94 H 4.03337 2.50270 -0.46549
95 H -4.34917 -4.14576 -1.87736
96 H 4.80167 0.92269 -0.26482
97 H 4.00063 -0.56934 1.74141
98 H 0.41699 -4.05241 -2.96354
99 H 3.28809 -2.64228 -0.12901
100 H 2.20273 -4.58885 5.16355
101 H -1.35164 2.77070 5.50955

Properties
HOMO level (eV): -0.5
ΔE to the lowest compared entry with this formula, charge and spin (kcal/mol): 2.23
Charge: -2
E_tot (eV): -145744.04366

---

Entry 3:
The following is a DFT calculation (ωB97M-V/def2-TZVPD) of a single C4H8N2 molecule in a non-equilibrium geometry.

CARTESIAN COORDINATES (ANGSTROEM)
1 N 1.47445 1.38024 0.99673
2 N -0.63877 0.83967 0.32091
3 C -1.96735 -0.15043 -1.37188
4 C 0.57827 0.44291 0.56075
5 C -1.54086 -0.08872 -0.10870
6 C 1.09314 -0.96380 0.33858
7 H 2.06339 -1.09613 0.82614
8 H -1.94597 -0.76457 0.64218
9 H 0.40083 -1.70294 0.74940
10 H -1.58672 0.53631 -2.11982
11 H -2.70546 -0.88380 -1.67441
12 H 1.12401 2.32451 0.86961
13 H 1.21460 -1.13453 -0.73519
14 H 2.43643 1.26127 0.70569

Properties
HOMO level (eV): -8.4
ΔE to the lowest compared entry with this formula, charge and spin (kcal/mol): 14.57
SMILES: C=C/N=C(\C)N
E_tot (eV): -7257.24367

---

Entry 4:
The following is a DFT calculation (ωB97M-V/def2-TZVPD) of a 2-piece molecular cluster, C5H10NS overall in a non-equilibrium geometry.

CARTESIAN COORDINATES (ANGSTROEM)
1 S 1.85197 -1.44518 -0.85214
2 N 1.22956 1.26809 0.18331
3 C -1.49179 -1.01406 1.08143
4 C -0.94593 0.03974 0.17260
5 C 0.45310 0.34721 0.24281
6 C -1.08341 -0.28095 -1.32721
7 C 2.17489 2.08556 0.25738
8 H -0.75676 -1.82001 1.14523
9 H 2.72986 2.11677 1.19407
10 H -2.56496 -1.31214 0.84059
11 H -1.48412 0.71420 -1.65749
12 H 2.55113 -2.02746 0.18656
13 H -1.89653 -1.02851 -1.61761
14 H -1.54542 0.94752 0.36046
15 H 2.64432 2.64026 -0.56868
16 H -1.74157 -0.54293 2.10234
17 H -0.12435 -0.68812 -1.74366

Properties
HOMO level (eV): -13.9
ΔE to the lowest compared entry with this formula, charge and spin (kcal/mol): 121.63
Charge: +1
E_tot (eV): -17661.04814